Density functional theory data (ωB97M-V/def2-TZVPD) for a 2-piece molecular cluster, C5H11O2 overall at a distorted geometry.

Properties
net charge = 0
⟨S²⟩ = 0.7558
HOMO (spin up / spin down) = -0.4008 / -0.3908 Eh
gap between HOMO and LUMO (spin up / spin down) = 11.7331 / 7.3637 eV
2S+1 = 2

Last column: Mulliken charge in e.
Cartesian coordinates (Å):
O  -1.515598  0.770522  0.130435  -0.4240
O  -3.436480  -0.462326  0.198262  -0.4980
C  0.028361  -1.142783  1.528935  -0.7592
C  1.928998  1.433578  -0.935189  -0.7265
C  0.878465  0.830001  -1.851606  -0.6975
C  -2.271168  -0.155264  0.375536  0.6130
C  -1.488601  -1.224625  1.358500  -0.3210
H  0.462592  -0.875503  0.560038  0.0733
H  0.397105  -0.489762  2.310043  0.3036
H  -1.697006  -2.197761  0.918179  0.2975
H  0.813044  1.345119  -2.824061  0.3643
H  -0.111857  0.803311  -1.386298  0.0776
H  2.930703  1.148415  -1.255615  0.3122
H  1.831653  1.095173  0.103579  0.1713
H  1.758047  2.516309  -0.922344  0.2664
H  0.377351  -2.156683  1.735202  0.3481
H  1.151273  -0.129753  -2.334134  0.2942
H  -2.036883  -1.107968  2.290537  0.3046

Force components x, y, z for each atom (eV/Å):
O 0.37 0.05 0.20
O 0.79 -0.21 0.06
C -0.35 -0.09 -0.83
C -0.33 -0.07 0.13
C -0.06 -0.55 -1.51
C -1.55 0.43 -0.06
C 1.13 -0.89 0.78
H 0.15 0.09 0.27
H -0.17 0.28 -0.02
H -0.50 0.23 -0.20
H -0.19 0.76 0.57
H 0.44 -0.14 -0.44
H 0.08 0.45 -0.06
H -0.10 -0.06 -0.20
H 0.53 -0.14 0.04
H -0.01 0.01 0.15
H -0.10 -0.24 1.20
H -0.13 0.07 -0.09

Density functional theory data (ωB97M-V/def2-TZVPD) for a 2-piece molecular cluster, C5H11O2 overall at a distorted geometry.

Properties
net charge = 0
⟨S²⟩ = 0.7545
HOMO (spin up / spin down) = -0.3956 / -0.3853 Eh
gap between HOMO and LUMO (spin up / spin down) = 11.5574 / 7.4768 eV
2S+1 = 2

Last column: Mulliken charge in e.
Cartesian coordinates (Å):
O  -2.978567  -1.504083  -0.395387  -0.2729
O  -1.252534  -0.769545  0.674078  -0.5012
C  1.318039  -0.087245  2.099833  -0.8596
C  -1.967733  -0.778343  -0.287260  0.5086
C  2.084077  1.027384  1.427686  -0.8735
C  -0.556900  -0.531645  -2.286147  -0.8938
C  -1.708137  0.070480  -1.489835  -0.2661
H  -0.752334  -0.303436  -3.335909  0.2913
H  1.533823  1.480192  0.619445  0.2553
H  3.140579  0.833411  1.349928  0.3043
H  -1.460031  1.133120  -1.003185  0.2117
H  -0.412365  -1.725169  -2.144889  0.2931
H  1.735294  -0.554957  2.856459  0.5318
H  1.122577  -1.021434  1.487687  0.1872
H  -2.634893  0.573730  -2.015802  0.3669
H  0.397053  0.010013  -2.147660  0.2292
H  0.344839  0.270155  2.505349  0.1966
H  2.047211  1.877371  2.085610  0.2914

Force components x, y, z for each atom (eV/Å):
O -2.19 -1.66 -0.19
O 0.65 -0.38 1.29
C -3.25 0.18 -3.49
C 0.91 1.82 -0.53
C -0.54 0.38 1.39
C 0.53 -1.34 -1.01
C -0.93 4.24 0.43
H -0.08 -0.60 -0.15
H 0.33 -0.55 -1.12
H 0.26 -0.19 -0.95
H 0.34 -2.30 -0.57
H -0.39 3.02 -0.28
H 2.86 -1.45 4.14
H -0.14 1.47 -0.10
H 1.39 -2.22 0.31
H -0.40 -0.61 0.62
H 0.48 -0.28 -0.63
H 0.18 0.46 0.86

Density functional theory data (ωB97M-V/def2-TZVPD) for an isolated ion of composition C5H11O2 and charge +1 at a distorted geometry.

Properties
net charge = +1
HOMO = -0.5981 Eh
gap between HOMO and LUMO = 11.9315 eV

Last column: Mulliken charge in e.
Cartesian coordinates (Å):
O  0.032806  -0.659697  0.140180  -0.2946
O  -0.514882  1.410149  -0.231823  -0.1635
C  1.234460  2.357032  -1.511369  -1.0597
C  0.159686  -1.787473  1.132924  -0.1767
C  1.634428  -1.768631  1.641236  -0.9882
C  0.103898  1.309062  -1.524169  -0.1550
C  -0.639240  0.400419  0.450220  0.3076
H  1.854759  -2.702852  2.153396  0.3863
H  0.794304  3.364303  -1.153432  0.2901
H  2.526928  -1.696760  0.938235  0.3094
H  -0.021410  -2.675866  0.553512  0.2663
H  1.860730  2.064315  -0.741461  0.3616
H  0.432599  0.286809  -1.625238  0.3133
H  -0.607083  1.632802  -2.259138  0.3097
H  -1.189350  0.451883  1.364667  0.3940
H  1.716029  -0.884545  2.427702  0.2682
H  -0.570979  -1.463423  1.880498  0.2854
H  1.882964  2.335145  -2.432885  0.3459

Force components x, y, z for each atom (eV/Å):
O -0.80 0.40 0.35
O -1.55 1.76 -0.53
C -1.23 0.78 -0.63
C 1.78 1.32 -0.28
C 0.28 1.86 1.40
C 1.85 1.35 -1.22
C 2.07 -2.84 0.67
H -0.37 -0.03 0.35
H 0.82 -1.41 -1.28
H -1.76 0.22 0.20
H -0.63 -0.21 0.05
H 1.60 -0.49 1.65
H 0.13 0.10 -0.59
H -0.77 -0.33 -0.12
H -0.53 0.09 0.58
H 0.09 -1.89 -1.59
H 0.22 -1.13 0.22
H -1.19 0.43 0.75

Density functional theory data (ωB97M-V/def2-TZVPD) for a 2-piece molecular cluster, C5H11O2S overall at a distorted geometry.

Properties
net charge = -1
HOMO = -0.1478 Eh
gap between HOMO and LUMO = 7.0312 eV

Last column: Mulliken charge in e.
Cartesian coordinates (Å):
S  2.497271  -2.250488  -1.072944  -0.1273
O  -2.400327  2.116100  -0.853832  -0.7000
O  -0.572095  1.611665  -1.926246  -0.7248
C  1.770238  -2.101024  0.703313  -0.8329
C  -1.656166  1.549910  1.637022  -0.7552
C  1.044635  -1.365485  -1.954033  -0.6971
C  -0.530811  1.540803  0.520918  -0.4332
C  -1.220888  1.824658  -0.899706  0.5565
H  0.965678  -1.725975  -3.026663  0.3277
H  -0.325093  0.524671  0.396668  -0.2920
H  -2.484499  2.243321  1.331214  0.2516
H  -1.180589  1.684270  2.741190  0.2395
H  1.292934  -0.365263  -2.028533  0.3094
H  2.181611  -2.846883  1.370699  0.3503
H  0.125777  2.157744  0.738270  0.7252
H  0.598680  -2.493910  0.686354  0.2149
H  -2.001372  0.425967  1.618061  0.1648
H  0.199207  -1.414949  -1.315767  0.1526
H  1.695800  -1.115135  1.334018  0.2700

Force components x, y, z for each atom (eV/Å):
S -2.07 1.00 1.53
O -2.55 0.95 0.29
O 1.75 -0.32 -0.77
C -3.31 -0.08 0.27
C 1.02 -1.91 1.04
C 1.86 -1.93 -1.00
C -8.80 -3.91 -1.75
C 0.76 -0.47 0.93
H -0.25 -0.06 1.57
H 1.58 -1.39 0.02
H 0.81 -0.71 0.69
H -1.22 0.07 -2.43
H 0.50 2.14 -0.02
H 0.72 -0.16 -0.16
H 6.79 5.34 1.67
H 2.86 1.13 -0.37
H -0.08 2.26 0.32
H -0.96 -0.54 0.10
H 0.60 -1.40 -1.93

Density functional theory data (ωB97M-V/def2-TZVPD) for C5H11O2Zn as an isolated structure at a distorted geometry.

Properties
net charge = +1
HOMO = -0.5238 Eh
gap between HOMO and LUMO = 8.7232 eV

Last column: Mulliken charge in e.
Cartesian coordinates (Å):
Zn  2.979305  2.336718  0.678786  0.3580
O  0.572548  0.836791  0.046377  -0.1767
O  3.615837  0.677830  0.359385  -0.7223
C  -2.961652  -0.767872  -0.617830  -0.9030
C  -1.993119  -1.222686  0.465202  -0.4781
C  0.971283  2.273094  0.260907  -0.5716
C  2.781358  -0.331641  0.038659  -0.1832
C  1.329404  -0.135186  -0.183177  -0.0055
H  -1.003324  -1.526488  0.027431  -0.0296
H  0.223250  2.592363  0.996963  0.5319
H  0.667403  2.730903  -0.691971  0.5007
H  -1.847657  -0.446168  1.228975  0.2332
H  -2.536987  0.043120  -1.224972  0.2692
H  -3.215075  -1.590830  -1.299167  0.2965
H  -2.366953  -2.109223  0.995417  0.3494
H  2.756440  -1.156058  0.795309  0.3601
H  -3.905846  -0.407260  -0.182123  0.2909
H  3.073915  -0.889310  -0.886065  0.3643
H  0.859877  -0.908093  -0.808115  0.5159

Force components x, y, z for each atom (eV/Å):
Zn -1.34 -0.13 -0.24
O 0.32 -0.17 -0.53
O 0.85 -0.06 0.27
C -0.24 0.03 -0.20
C 0.51 -0.45 0.05
C -0.19 0.65 0.49
C -0.53 -0.59 -0.39
C 0.34 0.52 -0.97
H -0.84 0.30 0.43
H 0.48 0.00 -0.08
H 0.27 -0.19 0.28
H 0.15 -0.14 -0.26
H -0.14 -0.13 0.15
H 0.10 0.20 0.16
H 0.05 0.22 -0.16
H 0.01 0.03 -0.06
H 0.34 -0.09 -0.13
H 0.10 0.28 0.27
H -0.22 -0.28 0.93

Density functional theory data (ωB97M-V/def2-TZVPD) for a 2-piece molecular cluster, C5H11O3 overall at a distorted geometry.

Properties
net charge = -1
HOMO = -0.1527 Eh
gap between HOMO and LUMO = 7.9754 eV

Last column: Mulliken charge in e.
Cartesian coordinates (Å):
O  1.947978  2.667554  -0.736333  -0.6794
O  0.165795  -1.386955  0.307570  -0.5729
O  1.672116  0.532413  -0.974493  -0.7722
C  1.960968  1.536199  -0.322676  0.5862
C  -1.487418  0.297284  -0.128977  -1.4678
C  2.478408  1.563889  1.167332  -1.0037
C  -1.166175  -1.186285  0.204506  0.6186
C  -1.882617  -2.043689  -0.747555  -1.4181
H  0.615687  -0.618701  -0.371192  0.3781
H  -2.527447  0.450185  -0.002389  0.4752
H  -1.557251  -3.112750  -0.665837  0.2866
H  1.789845  0.920250  1.680927  0.2208
H  2.476739  2.554403  1.392295  0.3498
H  -0.957460  1.027193  0.437050  0.3611
H  3.458658  1.324802  1.227717  0.3487
H  -1.438072  -1.391175  1.300801  0.2131
H  -1.437825  -1.824286  -1.713629  0.3209
H  -2.911001  -1.937323  -0.851912  0.4249
H  -1.200928  0.626991  -1.203204  0.3301

Force components x, y, z for each atom (eV/Å):
O -0.40 3.44 -1.94
O 3.41 1.93 -3.19
O -0.93 -2.80 -0.35
C 1.46 0.56 1.97
C 0.71 -0.22 -1.92
C -3.08 -2.23 -2.12
C -1.30 2.12 3.11
C 2.50 -2.42 -1.47
H -0.01 -2.18 2.10
H -1.25 0.35 0.06
H -0.67 0.60 0.50
H 0.09 -0.27 1.06
H -0.74 2.74 1.15
H 0.50 0.26 0.98
H 3.10 -1.71 0.18
H -0.94 0.31 -1.23
H -0.07 0.37 -0.52
H -1.92 0.20 0.24
H -0.46 -1.06 1.41

Number 1: total energy -347.50133 hartree. Number 2: total energy -347.45508 hartree. Number 3: total energy -347.27206 hartree. Number 4: total energy -745.74332 hartree. Number 5: total energy -2126.53234 hartree. Number 6: total energy -422.84823 hartree.